23
Properties=species:S:1:pos:R:3:forces:R:3 method="wB97M-V/def2-TZVPD" e_lumo_ha=0.03763 relative_energy_kcal_mol=52.4 smiles=CCN[C@@H](C)CCO multiplicity=1
C 0.65720 1.90435 0.26858 1.4 -0.5 -0.2
N 0.19563 0.65586 0.84729 -0.3 -0.3 -0.3
C -0.31560 -0.47245 0.01852 0.0 1.0 1.1
C 0.76073 -1.46801 -0.40923 0.6 -0.8 0.3
C 0.29052 -2.90703 -0.18225 -0.8 -0.3 0.0
O -0.02605 -3.27866 1.16483 0.0 0.8 0.1
C -1.17825 0.05921 -1.09124 0.6 0.8 -2.3
C -0.23927 3.08384 0.58647 0.8 1.7 0.5
H 1.68307 2.04812 0.64002 -0.3 0.4 0.5
H 0.94876 1.82832 -0.78856 -0.8 -0.1 -0.2
H 0.86153 0.29853 1.51234 0.0 0.0 0.0
H -0.96485 -0.93445 0.76764 -0.1 -0.5 -0.4
H 1.05260 -1.40375 -1.46142 -0.2 0.2 0.0
H 1.68619 -1.31410 0.15972 -0.2 0.1 0.1
H 1.00172 -3.68040 -0.44977 0.3 0.2 -0.4
H -0.60093 -3.03504 -0.81870 0.1 -0.2 0.1
H -0.52007 -2.56005 1.59032 0.1 -0.3 -0.2
H -2.23437 0.25920 -0.94049 0.0 -0.2 0.5
H -0.74037 0.96669 -1.53646 -0.2 0.4 0.9
H -1.05825 -0.44776 -2.05401 -0.4 -1.2 0.4
H 0.32857 3.84034 1.15882 0.1 -0.3 -0.1
H -1.04330 2.85841 1.28379 -0.3 -0.4 -0.5
H -0.54523 3.69883 -0.26620 -0.5 -0.6 -0.1

23
Properties=species:S:1:pos:R:3:forces:R:3 method="wB97M-V/def2-TZVPD" e_lumo_ha=0.03602 relative_energy_kcal_mol=77.0 smiles=CC(C)C[C@H](N)CO multiplicity=1
C -0.94385 -0.93137 -0.63975 -5.2 0.7 0.9
C 1.44099 -0.06009 0.14688 -2.4 -0.8 1.1
C -2.56513 -0.06010 -0.33070 0.2 -0.1 -1.8
C -0.22989 -0.55979 0.57332 5.9 0.9 0.0
C 2.30943 -0.34081 1.36105 0.1 0.1 0.0
C 1.43973 1.41078 -0.21654 0.1 0.2 0.0
N -0.59858 -0.55371 -1.94026 -0.1 0.3 0.3
O -2.67740 1.02027 0.58499 0.6 -0.6 0.6
H -3.08150 0.71322 1.40466 0.2 0.0 -0.1
H -1.17764 -2.00110 -0.63332 0.0 0.2 0.0
H 1.80804 -0.65906 -0.69240 -0.4 0.0 0.0
H -0.18040 -1.26830 -2.51709 0.0 1.0 -0.2
H -0.65996 0.44940 -2.07814 0.6 -0.7 -0.9
H -2.73715 0.47113 -1.27293 0.5 -0.3 -0.3
H -3.48102 -0.66382 -0.26779 0.6 -0.6 0.3
H -0.06288 -1.41884 1.21700 -0.1 -0.1 0.1
H -0.56012 0.26395 1.19573 -0.4 0.2 -0.3
H 3.34001 -0.00804 1.20403 0.0 0.0 0.0
H 0.89253 1.62862 -1.13379 -0.1 -0.1 0.0
H 0.99650 2.00591 0.58472 0.0 0.0 0.0
H 1.92487 0.18504 2.23707 0.0 0.0 0.1
H 2.34649 -1.40811 1.58283 -0.1 0.0 0.1
H 2.45694 1.78480 -0.36956 0.0 -0.1 0.0

25
Properties=species:S:1:pos:R:3:forces:R:3 method="wB97M-V/def2-TZVPD" e_lumo_ha=0.14180 relative_energy_kcal_mol=57.1 multiplicity=1 charge=-1
C 2.01360 1.33318 1.22269 -0.1 -1.8 0.8
C 0.17073 2.36456 2.53779 0.9 1.1 -0.6
C -0.68463 -2.50612 -2.44328 -2.1 -1.0 1.3
C -1.82938 -0.57010 -1.54848 -3.1 -0.1 -0.9
C 0.43727 1.44497 1.28682 1.6 0.7 1.6
C -0.95878 -1.73026 -1.17331 0.9 0.1 0.1
N -0.29298 0.22785 1.40445 0.2 -0.9 -2.2
O 1.06281 0.15935 -1.67726 -0.7 0.6 0.0
O 1.62404 -1.97021 -0.38126 0.2 -0.4 0.6
P 0.65328 -0.93231 -0.77315 -0.1 -0.5 1.7
H 2.30397 1.98845 0.41950 0.7 0.1 -0.3
H 2.63737 1.58131 2.17516 -1.3 -0.6 -1.5
H 2.08975 0.23252 0.91880 1.0 1.6 0.4
H 0.65988 2.22783 3.52368 0.5 -0.8 -0.9
H -0.81370 2.41230 2.79904 -3.3 -0.8 0.6
H 0.24800 3.43556 2.40052 1.0 0.6 -0.7
H -0.26916 -3.40866 -2.13147 1.6 -1.5 0.0
H -1.58713 -2.82867 -2.97109 -0.2 0.6 -0.1
H -0.09136 -1.86934 -2.98152 1.6 0.9 -2.2
H -1.94625 0.08542 -0.75696 0.5 1.8 1.8
H -2.93080 -0.84668 -1.59271 1.0 -0.3 -0.8
H -1.55300 0.04875 -2.46848 0.0 -1.3 1.2
H 0.26229 1.83273 0.25950 -0.7 0.5 1.0
H -1.13187 -2.48718 -0.33539 -0.6 1.7 -0.8
H -0.07395 -0.22524 2.28643 0.4 -0.3 -0.1

27
Properties=species:S:1:pos:R:3:forces:R:3 method="wB97M-V/def2-TZVPD" e_lumo_ha=-0.13485 relative_energy_kcal_mol=24.5 multiplicity=1 charge=+1
C 0.19148 -1.33105 0.14711 -1.3 -0.3 -1.2
C 3.22341 1.42171 0.55378 4.1 -1.8 0.2
C -2.45715 -2.04525 1.30232 1.0 2.7 0.4
C -2.45004 -1.22820 -1.51241 4.0 -1.4 1.4
C -0.65247 2.86873 -1.19708 -1.2 -2.7 0.2
C 2.60364 -0.81390 0.51064 -0.6 -2.1 -2.2
N 1.15856 -0.55918 0.50882 -0.3 1.3 2.4
O 0.22421 -2.41107 -0.34839 0.0 -2.3 -0.7
O 3.12203 0.19005 -0.24821 -0.1 1.5 -0.4
P -1.65578 -0.85908 0.11466 -1.3 1.4 0.8
S -0.48576 2.33682 0.50247 -1.0 -0.4 -0.3
S -2.26146 1.26550 0.70581 1.0 -1.6 -0.1
H 3.57925 2.09174 -0.23006 -0.2 0.5 0.7
H 4.14039 1.15194 1.29554 -2.0 1.1 -1.5
H 2.41760 1.78941 1.18924 -0.5 -0.4 -0.6
H -3.53478 -1.65945 1.37098 1.6 -0.7 0.6
H -1.71258 -1.94817 2.19747 -2.1 -0.6 -1.1
H -2.43380 -2.98372 0.78884 0.1 -0.8 0.1
H -3.38772 -1.58137 -1.24430 -1.7 -1.2 0.2
H -1.69745 -1.95233 -1.96694 -1.5 0.7 0.2
H -2.55046 -0.33655 -2.00871 0.0 2.0 -1.6
H -1.40209 3.54302 -1.37434 -2.0 1.8 0.2
H -0.76683 2.12233 -1.97237 -0.4 -1.1 0.4
H 0.20151 3.25361 -1.53208 3.9 2.1 -0.7
H 3.12037 -0.67275 1.43152 -0.5 -1.0 1.5
H 2.69354 -1.88615 0.02131 0.3 2.3 1.0
H 0.77239 0.23336 0.99436 0.7 0.7 0.0

26
Properties=species:S:1:pos:R:3:forces:R:3 method="wB97M-V/def2-TZVPD" e_lumo_ha=0.01335 relative_energy_kcal_mol=57.8 smiles="C=N/C=C/CCC=O.O.O.O" multiplicity=1
O 0.72754 0.69700 -2.07379 2.3 -0.2 0.4
C 1.82313 0.58549 -1.52275 -1.2 -0.1 0.7
C 2.00013 -0.08364 -0.12442 0.8 1.0 0.3
C 0.74662 -0.85179 0.34453 -0.5 1.1 2.9
C -0.39908 0.16108 0.50223 0.9 -1.9 2.4
C -1.18525 0.29205 1.59473 0.7 -2.2 -1.0
N -2.15022 1.25824 1.63759 -2.7 2.5 0.1
C -2.05728 2.50926 1.33334 3.7 -1.6 0.4
H 2.77857 1.02926 -1.92701 -0.8 -0.3 0.0
H 2.89160 -0.77528 -0.17434 -0.7 0.9 0.1
H 2.27353 0.84551 0.59040 -0.5 -2.1 -1.5
H 0.84414 -1.30759 1.40221 0.5 0.6 -1.6
H 0.49390 -1.66862 -0.27977 -0.1 -0.6 -0.9
H -0.44563 0.81658 -0.27646 -0.5 1.9 -1.8
H -1.31450 -0.67974 2.23590 0.4 2.4 -0.5
H -2.81167 3.30864 1.29424 -0.2 -1.1 0.1
H -0.95544 2.87971 1.16543 -1.8 -0.2 0.1
H -1.19704 -4.50246 1.28111 -0.3 0.2 0.5
H -0.65272 -4.04231 -0.04648 -0.1 0.6 -0.4
O -0.82607 -4.82393 0.46858 0.3 -0.7 -0.1
H -1.94138 -1.46166 -1.04546 -2.2 4.2 1.3
H -1.12337 -2.06957 -2.08559 0.9 0.3 -1.9
O -1.52891 -2.21761 -1.26648 1.3 -4.6 0.5
H 0.70665 3.14289 -0.64537 0.3 0.0 0.5
H 1.66684 3.54176 -1.66356 0.5 0.2 -0.6
O 1.63592 3.41674 -0.71879 -0.8 -0.2 0.2

24
Properties=species:S:1:pos:R:3:forces:R:3 method="wB97M-V/def2-TZVPD" e_lumo_ha=0.02347 relative_energy_kcal_mol=131.0 smiles="CC[Si](CC)=NO.C=C" multiplicity=1
C 1.31883 1.64662 -1.85732 -0.5 0.2 -1.2
C 2.07436 -2.73161 3.17614 1.6 -0.7 2.0
C -2.20325 -0.85995 -1.82417 0.7 2.3 -1.6
C -0.24774 1.66026 -1.85261 0.6 1.7 0.6
C 1.54999 -1.61994 2.70928 0.1 1.4 2.8
C -1.31089 -0.79706 -0.60519 -2.0 -0.2 1.4
N -1.08118 1.54150 1.25170 0.5 -1.2 -0.5
O -0.51916 2.72122 1.74070 0.6 0.0 1.9
Si -0.85444 0.92212 -0.23923 0.2 1.2 0.2
H 1.73737 1.83608 -2.90587 -0.4 0.2 1.6
H 1.67306 2.31554 -1.05965 0.1 0.2 -0.7
H 1.70727 0.69326 -1.56337 0.2 -0.9 0.0
H 2.15837 -3.64219 2.52894 -0.2 0.8 0.9
H 2.53219 -2.72567 4.25346 -0.8 -0.4 -2.3
H -0.28295 2.49253 2.70212 -0.8 0.5 -2.1
H -1.79830 -0.14610 -2.63998 -0.9 -0.8 1.4
H -2.12707 -1.73452 -2.42231 -0.6 -1.4 0.2
H -3.20903 -0.49744 -1.55080 0.3 -0.6 -0.5
H -0.75799 1.22059 -2.69309 0.5 -0.5 -0.3
H -0.57288 2.71079 -1.94727 0.2 -0.2 0.3
H 1.06210 -1.69503 1.81600 -1.1 0.4 -2.5
H 1.43673 -0.65470 3.30818 0.3 -1.5 -0.9
H -0.48655 -1.43098 -0.61001 2.0 -0.9 -0.7
H -1.79881 -1.22531 0.28434 -0.4 0.3 -0.2

23
Properties=species:S:1:pos:R:3:forces:R:3 method="wB97M-V/def2-TZVPD" e_lumo_ha=-0.11284 relative_energy_kcal_mol=178.7 multiplicity=1
C -0.59143 -2.08463 1.92661 1.0 0.0 -0.5
N 0.28365 -1.08543 1.18192 -1.7 1.5 0.9
C -0.60688 0.05635 0.52520 0.5 -1.3 0.5
C -1.36776 0.66911 1.60245 0.0 1.5 -1.9
C 1.63010 1.74566 -1.46685 -1.9 -1.5 -0.3
S 1.13068 1.56388 -3.17170 0.6 0.4 0.2
C -1.44682 -0.39048 -0.66903 0.0 0.1 1.3
C -0.13747 -2.20619 3.37696 0.5 -0.1 -0.4
H -0.40314 -3.05667 1.47672 -0.2 0.0 -0.3
H -1.64863 -1.85136 1.83186 -0.1 0.0 0.1
H 0.48520 -0.45545 1.96940 1.3 -0.6 0.0
H 0.23344 0.71364 0.15849 -0.3 0.3 -0.1
H -2.43429 0.79082 1.42710 -0.1 -0.2 0.4
H -0.94183 1.48698 2.17760 0.3 -0.5 0.5
H 0.90056 2.29992 -0.86397 0.7 0.6 0.1
H 1.72654 0.71869 -1.12123 0.9 0.1 0.6
H 1.98563 2.47411 -3.67398 -0.3 0.2 -0.1
H -1.32822 0.39324 -1.41828 -0.3 -0.5 -0.3
H -2.46341 -0.42721 -0.27069 -0.2 0.0 -0.6
H -1.18583 -1.39877 -0.98799 0.2 0.3 -0.4
H -0.44858 -1.38372 4.01697 -0.5 -0.1 0.1
H -0.43582 -3.19661 3.73242 -0.1 0.4 0.4
H 0.95964 -2.16594 3.41957 -0.1 -0.2 -0.2

23
Properties=species:S:1:pos:R:3:forces:R:3 method="wB97M-V/def2-TZVPD" e_lumo_ha=0.00672 relative_energy_kcal_mol=70.9 multiplicity=1
C 2.06205 -0.08950 2.18852 -0.5 -1.0 -0.5
C 1.01105 -0.25305 1.08882 0.4 1.0 -0.2
S 1.29790 1.10224 -0.12883 -1.4 -0.9 -0.8
N 1.73688 -0.98034 3.30683 -0.2 0.4 0.2
H 3.02448 -0.34642 1.73431 0.2 0.3 0.0
H 2.04849 0.96164 2.46314 0.1 -0.1 0.4
H 1.10553 -1.22373 0.59678 -0.1 -0.1 0.1
H 0.01301 -0.09371 1.49818 0.0 -0.4 0.2
H -0.30077 0.49742 -0.97887 2.6 1.1 1.2
H 1.82671 -1.95116 3.04011 0.1 0.0 0.0
H 2.32961 -0.82124 4.10831 0.1 0.0 0.0
C -1.97858 1.98780 -0.94301 -0.3 -0.5 0.6
C -1.44099 0.88505 -1.80258 -1.7 0.6 0.0
C -1.37263 -0.40430 -1.39798 -1.2 -0.4 -1.6
C -0.62279 -1.43896 -2.18209 0.2 -0.1 0.2
H -2.10444 1.59741 0.06779 0.0 0.1 0.1
H -1.24340 2.78838 -0.88018 0.0 0.0 -0.1
H -2.94557 2.37855 -1.25903 0.1 0.0 -0.3
H -1.19806 1.21465 -2.80732 1.0 -0.4 0.1
H -2.03996 -0.72200 -0.60563 0.7 0.2 0.7
H 0.35332 -1.01454 -2.42692 0.0 -0.1 -0.1
H -0.44754 -2.32568 -1.57720 0.0 0.0 0.0
H -1.11431 -1.74851 -3.10312 -0.2 0.1 0.0